C6H38N2O11 | ωB97M-V/def2-TZVPD

Geometry as XYZ:
```
57
Properties=species:S:1:pos:R:3:forces:R:3
O -2.1123 -0.5263 2.6384 -0.521 1.098 -0.740
O 3.7674 0.4700 -2.1634 -1.621 0.736 -0.855
O -1.6860 -2.6829 -3.4098 0.732 1.283 1.805
O 1.0619 0.0995 2.7660 -2.633 1.927 -1.618
O -0.1611 -1.9040 3.9947 2.240 1.153 -2.432
O -0.8699 2.1087 2.1612 3.634 -3.008 -0.874
O -3.8103 1.9726 2.1023 0.864 -0.091 -1.632
O 3.5418 0.8922 2.8205 -1.526 -0.626 0.878
O 4.5430 0.8890 0.3649 -0.842 0.435 0.499
O -4.0649 -1.4649 -2.4683 0.840 0.105 -0.437
O 2.7574 1.9396 -4.2457 0.032 -0.931 1.012
N -0.3988 -0.4971 -0.0027 -1.271 -1.761 -5.951
N -2.6281 1.3617 -1.9700 3.518 0.464 0.269
C -1.6940 -1.2831 0.0836 -1.068 0.099 3.040
C 0.6668 1.6624 -0.7316 2.175 -1.481 1.448
C 0.6752 -1.3282 -0.5359 1.684 -2.075 1.393
C -0.5923 0.7935 -0.7701 0.367 1.649 2.781
C 1.1285 -2.2355 0.6856 1.858 0.278 -0.188
C -1.2137 0.8157 -2.1686 -2.345 0.029 -2.594
H -3.1922 0.7512 -1.4266 -0.734 -0.733 -0.276
H -1.5906 2.6173 2.3864 -2.606 2.321 0.450
H 4.7819 1.8112 0.6162 -0.261 -1.056 -0.178
H 1.3944 -3.2704 0.3737 -0.173 0.849 0.187
H -1.3467 -0.1595 -2.7433 0.847 0.798 1.027
H 3.9137 0.5953 1.0770 1.328 0.613 -0.282
H 3.4459 1.7408 -3.5620 -0.624 0.357 -0.783
H -1.4782 -0.9370 3.2131 0.553 -1.147 1.041
H -1.5415 0.0910 2.1604 -0.326 0.323 0.223
H -0.6231 1.5162 -2.9188 -1.134 -1.336 1.855
H -2.4838 -0.5369 0.4509 1.079 -1.355 -0.853
H 2.0680 -1.7137 1.0739 -1.142 -1.033 -0.244
H -0.4076 -1.4556 4.7759 -0.442 0.449 1.832
H 4.3043 -0.2741 -2.3095 1.251 -1.469 -0.524
H -1.3732 1.2821 -0.1500 0.534 -0.073 -0.423
H -3.3805 1.1285 2.2776 -0.227 -0.434 0.863
H 1.6171 -0.9062 -0.9361 -0.920 1.028 0.459
H -2.9899 1.6701 -2.8378 -0.836 0.074 -0.659
H 3.8961 0.6488 3.6984 -0.081 0.178 -0.732
H 0.5174 2.6229 -1.1672 -0.078 0.387 -0.981
H 2.5615 0.6154 2.8547 1.993 0.609 0.188
H -4.3178 -2.3192 -2.1310 -0.588 -0.453 0.434
H 1.0211 1.9427 0.2899 -0.528 -0.445 -0.195
H 0.4800 -2.0391 -1.3918 -1.228 0.754 0.765
H 1.6072 1.1027 -1.0820 -1.542 1.152 -0.335
H 0.7957 0.0214 1.8003 0.791 -0.211 1.492
H -1.6686 -2.1086 0.9298 0.226 1.762 -1.844
H 0.5492 -1.2378 3.5903 -1.888 -2.021 1.166
H -1.3535 -3.5844 -3.1467 -0.322 1.678 0.071
H -1.4972 -1.9226 -2.7101 -0.188 -3.167 -2.019
H 0.4116 -2.2870 1.5028 -0.090 -0.055 -0.161
H 2.1719 1.1693 -4.0875 0.430 0.692 -0.404
H -3.4685 -1.7590 -3.1848 -0.380 0.312 0.085
H -0.2504 2.4470 1.4925 -0.960 0.691 0.541
H 3.7916 0.5844 -1.2226 0.641 0.580 1.394
H 0.3770 0.8306 3.0067 1.377 -1.109 -0.049
H -2.0496 -1.7804 -0.8510 0.805 0.686 0.227
H -3.6032 2.0198 1.1373 -0.675 0.525 0.837
```
Forces are in eV/Å.

The spin multiplicity is 2. The HOMO energy (spin up / spin down) comes out at -13.13 / -13.12 eV. The charge is +1. Its expectation value of S² is 0.76. As for the molar mass: 314.37 g/mol. The energy is -32330.4639 eV. The calculation puts the orbital gap (spin up / spin down) at 10.267 / 4.623 eV.